1.
C34H40N4O3P2Ru as an isolated structure in a non-equilibrium geometry. Source: OMol25; level of theory: the ωB97M-V functional and the def2-TZVPD basis.

**Total energy**: -2540.9952 a.u.
**E_HOMO (alpha / beta)**: -0.452 / -0.460 Ha
**Net charge**: +2
**Lowest unoccupied orbital energy (alpha / beta)**: -5.439 / -9.429 eV
**Orbital gap (alpha / beta)**: 6.86 / 3.09 eV
**2S+1**: 5

Element x y z (Å)
Ru -1.9461 -2.8625 -0.7049
P -1.8234 -1.2270 -2.3839
P 0.9690 -1.8435 -1.3594
O 1.3989 0.8081 0.1355
O 1.5425 -0.8502 1.6429
O 1.8604 -0.2423 3.9678
N 0.5236 -3.3613 -0.3333
N 2.6496 -2.0726 -1.2276
N -1.5913 0.4792 -3.0549
N -3.7220 -0.9932 -2.2729
C 1.7437 0.3700 1.2514
C 0.7185 -4.7117 -0.4661
C 3.0659 2.4721 1.8483
C -4.7261 -0.6276 -3.1498
C 3.4812 -3.1934 -1.1855
C -3.3264 -6.7646 -2.0391
C -2.6726 -5.0523 -4.3727
C 2.4538 1.2747 2.2138
C -1.2521 -5.6042 -4.0669
C -0.9737 2.2497 -4.3829
C -0.4987 -3.1693 0.6589
C -5.7067 -1.2482 -1.1841
C -0.1327 -5.4072 0.4169
C -1.8657 -6.5265 -1.7932
C -0.8857 -4.4750 1.1221
C 4.7940 -2.7682 -1.1360
C -3.4410 -4.2518 -2.0616
C -5.9623 -0.7900 -2.5047
C -1.9517 1.6713 -2.4132
C 2.3578 0.9309 3.6039
C -0.8354 -2.1724 -3.6093
C -1.4895 -0.7586 0.0156
C -1.0017 0.8619 -4.2628
C -4.0964 -5.5204 -1.6080
C -1.5816 2.7699 -3.1917
C 3.4757 3.0077 4.1856
C -4.3200 -1.3513 -1.0705
C 2.8339 1.8416 4.5774
C -3.1731 -4.0617 -3.3750
C 0.5791 -2.4494 -3.0582
C 3.6032 3.3242 2.8236
C 3.4693 -0.9267 -1.2224
C 4.7783 -1.3292 -1.1511
C -0.9912 -5.9336 -2.6181
H -3.5550 -6.9952 -3.0848
H -1.6353 -4.7246 1.8827
H 1.4607 -5.1466 -1.1066
H 0.7979 -3.5252 -3.0598
H -0.2689 -2.3936 1.3790
H -6.9326 -0.6310 -2.9115
H 4.1295 4.2349 2.5332
H -4.4834 -0.3099 -4.1574
H -0.7538 -0.0656 -0.4359
H -1.0033 -0.8927 1.0088
H -1.1172 -6.5259 -4.6703
H 3.0802 -4.1949 -1.2003
H -3.7588 -1.8021 -0.2489
H 5.6677 -3.4011 -1.1102
H -0.2105 -6.4887 0.5157
H 3.1069 2.7152 0.7767
H -3.6819 -3.4529 -1.3383
H -0.4896 -4.8898 -4.4200
H -3.4111 -3.1142 -3.8600
H -5.1189 -5.5793 -1.9974
H 3.8915 3.6616 4.9444
H -4.1484 -5.5096 -0.5204
H -1.3350 -3.1309 -3.8110
H -6.3709 -1.4585 -0.3752
H -0.8358 -1.6822 -4.5919
H -2.3916 -0.1838 0.2062
H -2.4494 1.6609 -1.4575
H -0.6570 0.1234 -4.9657
H -1.7577 3.8115 -2.9500
H -2.6038 -4.5538 -5.3556
H 3.0064 0.0450 -1.2671
H 0.0798 -5.9639 -2.3795
H 1.6889 -0.7424 3.0101
H 1.3004 -1.9281 -3.7019
H 2.7038 1.5519 5.6188
H -3.6490 -7.6091 -1.4185
H -1.5059 -7.0648 -0.9083
H -3.3415 -5.9094 -4.5118
H 5.6358 -0.6657 -1.1251
H -0.6009 2.8239 -5.2325

---

2.
C34H41As3Cl2F5InNO2S2 as an isolated structure. Source: OMol25; level of theory: the ωB97M-V functional and the def2-TZVPD basis.

**Total energy**: -10638.7826 a.u.
**E_HOMO**: -0.371 Ha
**Net charge**: +1
**Energy above the lowest of the compared OMol25 structures with the same formula, charge and spin**: 0.000 eV
**Lowest unoccupied orbital energy**: -2.665 eV
**Orbital gap**: 7.42 eV

Element x y z (Å)
In -0.5295 -0.4293 -0.3753
As -0.7250 2.1790 0.2621
As -1.6792 3.8178 5.2058
As -0.6893 -0.9178 2.4164
Cl 1.0328 0.5118 -5.0608
Cl 1.6913 -4.8025 -5.3763
S -2.5227 -1.9467 -0.7413
S 2.7998 -0.9792 0.7508
F -4.2948 -3.2663 -2.6798
F -6.2336 -2.1660 -4.1841
F -5.1410 2.0856 -2.4801
F -3.1805 0.9987 -1.0225
F -6.7399 0.4971 -4.0380
O 1.6609 0.0215 0.6466
O 0.3497 -0.0036 -2.2411
N 0.4500 -2.4213 -0.9954
C -1.9876 -2.1662 3.1808
C -2.6982 2.4744 4.1156
C 0.6920 -2.3683 -2.3266
C -1.4807 5.3372 3.9558
C 3.6394 -1.0349 -0.8224
C -3.3304 0.8092 2.3825
C 1.2920 -3.4062 -4.4367
C 0.9725 -3.5430 -3.0689
C 0.8297 -1.4352 3.5382
C -3.9539 0.1878 -1.7762
C 4.1579 -2.2500 -1.2413
C 4.4477 0.0253 -2.8015
C 0.9907 -1.0235 -4.2803
C 4.8105 -2.3222 -2.4604
C 0.3963 -3.5781 -0.3735
C 0.2034 3.2294 5.1112
C 1.3022 -2.1700 -5.0213
C 4.1064 -0.0348 1.5817
C -4.5006 -1.9535 -2.6129
C -1.2479 3.4834 -1.0771
C -5.5048 -1.3969 -3.3843
C -3.7053 -1.1785 -1.7672
C 3.7949 0.1098 -1.5865
C -4.9515 0.7668 -2.5343
C 4.9477 -1.1928 -3.2636
C -1.8421 2.7293 1.7893
C 0.9960 2.9307 0.7645
C -5.7506 -0.0326 -3.3319
C -0.9828 0.8307 3.2922
C 0.6624 -1.0719 -2.9331
C -2.1861 1.7050 2.8814
C 0.8894 -4.7697 -2.3812
C 0.5878 -4.7904 -1.0437
C 5.6471 -1.2673 -4.5888
H -0.4502 3.5435 -1.8163
H -3.5677 0.0557 3.1343
H 4.2897 0.8850 1.0314
H 1.5551 -2.0629 -6.0671
H 0.7827 3.9523 5.6857
H -2.7702 3.1152 1.3608
H -2.2628 -1.8832 4.1960
H -0.0474 1.3690 3.1234
H -3.6055 3.0220 3.8392
H 3.7957 0.1838 2.6019
H -2.3826 5.4852 3.3624
H -1.3067 3.5743 2.2213
H -3.0437 0.3050 1.4536
H 0.8676 3.9744 1.0510
H 3.3846 1.0525 -1.2457
H -2.1687 3.1885 -1.5745
H 0.1826 -3.5430 0.6904
H 4.5718 0.9121 -3.4100
H 5.5866 -2.2679 -5.0153
H -3.0166 1.7342 4.8560
H 1.0570 -5.6891 -2.9253
H 4.0523 -3.1319 -0.6189
H -4.2293 1.3958 2.1907
H 0.5954 3.2108 4.0938
H 6.7034 -1.0211 -4.4616
H 5.2168 -3.2691 -2.7949
H 1.6638 2.8689 -0.0933
H -1.3308 6.2363 4.5525
H 1.1775 -2.4325 3.2706
H -0.6207 5.2357 3.2931
H 5.2165 -0.5550 -5.2919
H 1.6557 -0.7358 3.4199
H 0.4849 -5.7239 -0.5098
H 1.4342 2.3647 1.5828
H 0.3374 2.2543 5.5770
H -1.3836 4.4585 -0.6102
H 0.5155 -1.4442 4.5817
H -1.5111 -3.1466 3.2032
H -1.0443 0.6076 4.3598
H -2.8750 -2.2302 2.5550
H 4.9974 -0.6607 1.5807

---

3.
C34H41BN8S2Ti as an isolated structure. Source: OMol25; level of theory: the ωB97M-V functional and the def2-TZVPD basis.

**Total energy**: -3429.1625 a.u.
**E_HOMO (alpha / beta)**: -0.013 / -0.058 Ha
**Net charge**: -2
**Energy above the lowest of the compared OMol25 structures with the same formula, charge and spin**: 0.160 eV
**Lowest unoccupied orbital energy (alpha / beta)**: 4.301 / 4.298 eV
**Orbital gap (alpha / beta)**: 4.66 / 5.87 eV
**2S+1**: 3

Element x y z (Å)
Ti -0.9895 0.5025 -0.5257
S -3.4958 0.5159 -0.2805
S -1.1602 2.5713 0.9489
N -8.1085 4.2387 1.2121
N -1.5427 1.9916 -2.3211
N -1.3759 -1.1926 -2.0061
N 0.8402 0.5270 -3.0735
N 0.8157 0.7290 -1.7394
N -5.2277 6.7477 2.7718
N -1.3564 1.5431 -3.5815
N -1.1623 -0.9780 -3.3199
C 3.1943 -3.8111 0.2842
C -6.9850 3.9825 1.1804
C -3.8603 2.0522 0.4596
C -1.7986 2.4528 -4.4697
C -1.9630 -0.2933 3.0361
C -3.2801 4.1251 1.5789
C -2.1154 3.1790 -2.4219
C -4.6145 4.4990 1.6591
C -4.9640 5.7434 2.2721
C -1.1744 -1.4226 2.3701
C 1.9821 -2.9216 -1.6853
C 1.9922 1.2321 -1.4056
C -5.1982 2.4450 0.5495
C 0.5678 -1.8315 0.5203
C -5.5980 3.6432 1.1312
C 4.0737 -1.8660 -1.0008
C -0.4741 -2.2325 3.4796
C 2.8132 1.3629 -2.5349
C -1.9988 -2.3603 -1.9135
C 1.9455 -1.6245 0.4699
C 2.8015 -2.5133 -0.4457
C 3.5536 -0.0847 2.0591
C 4.4078 0.8535 1.1861
C -2.8576 2.9244 0.9889
C -2.1871 -2.9271 -3.1805
C -2.3091 3.5245 -3.7697
C -1.6349 -2.0054 -4.0453
C 1.0063 -0.1500 1.9413
C 2.2336 -0.5738 1.4385
C -0.0746 -0.9231 1.4101
C 3.2733 0.7098 3.3447
C 4.4078 -1.2880 2.4920
C -2.1654 -2.3624 1.6788
C 2.0281 0.9113 -3.5745
B -0.4792 0.3003 -3.8344
H 2.1817 1.4600 -0.3730
H 4.2223 1.0325 3.7858
H -0.2648 0.1859 -5.0171
H 2.2179 0.8381 -4.6326
H -2.7619 4.4177 -4.1650
H -2.5806 -0.7031 3.8444
H -1.5433 -1.9996 -5.1188
H -2.6141 0.2073 2.3207
H -5.9511 1.7819 0.1431
H 1.5778 -2.0422 -2.1905
H 0.8702 0.5888 2.7179
H -1.7203 2.2640 -5.5282
H -2.5232 4.7838 1.9850
H 3.7428 -4.4857 -0.3855
H 5.3947 0.9927 1.6440
H -1.6556 -3.2383 1.2667
H 0.1653 -3.0032 3.0403
H 4.8227 -1.8306 1.6446
H 3.8378 -0.9402 -1.5282
H -1.2986 0.4622 3.4591
H 3.9427 1.8385 1.1206
H -2.7069 -1.8456 0.8864
H 1.1448 -3.5703 -1.4277
H -2.2815 -2.7386 -0.9446
H 2.2952 -4.3227 0.6335
H -2.6574 -3.8640 -3.4248
H 3.8272 1.7224 -2.5775
H -1.2109 -2.7137 4.1345
H 2.6749 1.5991 3.1420
H 4.5472 -2.5508 -1.7134
H 4.5484 0.4857 0.1760
H 2.7401 0.1014 4.0772
H -2.3686 3.7234 -1.5267
H 2.6203 -3.4708 -2.3864
H 0.0512 -2.6103 -0.0198
H 0.1568 -1.5816 4.0889
H -2.9035 -2.7199 2.4052
H 5.2466 -0.9541 3.1137
H 3.8204 -3.6102 1.1547
H 4.8087 -1.6501 -0.2292
H 3.7995 -1.9862 3.0709

---

4.
C34H41Br2Cl3N7O5PReSeSi as an isolated structure. Source: OMol25; level of theory: the ωB97M-V functional and the def2-TZVPD basis.

**Total energy**: -11718.7348 a.u.
**E_HOMO (alpha / beta)**: -0.446 / -0.451 Ha
**Net charge**: +2
**Energy above the lowest of the compared OMol25 structures with the same formula, charge and spin**: 0.000 eV
**Lowest unoccupied orbital energy (alpha / beta)**: -5.511 / -5.761 eV
**Orbital gap (alpha / beta)**: 6.61 / 6.50 eV
**2S+1**: 4

Element x y z (Å)
Re -0.0399 -0.0423 -0.1446
Br 1.4234 1.4466 6.9529
Br 3.0966 4.3308 2.4684
Se 0.2762 -3.1368 0.8175
Cl -0.3293 2.6971 -1.3630
Cl 2.4604 4.2877 -0.9962
Cl -0.2080 5.0032 1.0330
P -0.3550 -0.5281 -2.4988
Si 0.8646 3.6635 0.0110
O -1.8912 -0.3892 -3.0082
O 0.4538 -0.0324 -3.7768
O 1.1723 2.3559 0.9765
O -5.8335 -2.9240 -0.1617
O -0.1708 -2.0931 -2.5947
N -4.3400 -3.0014 -1.8767
N 2.6333 -0.4658 1.2220
N -0.4378 -5.7420 -0.1746
N -0.1446 0.1957 2.0288
N -2.1320 -0.0013 -0.0058
N 2.0943 -0.1976 0.0039
N 1.3692 -5.7260 1.0309
C 1.5410 1.1171 -5.5630
C -4.8819 -2.4665 -0.7479
C 3.9551 -0.2461 1.2667
C 1.3554 1.6956 5.0812
C 0.5406 1.0581 2.8623
C 1.3003 -3.1100 -4.2561
C 3.1314 0.2039 -0.7494
C -2.8479 1.0394 0.4536
C -4.2246 1.0069 0.5791
C 0.4720 1.2164 -4.4964
C 3.0205 0.5559 -2.1877
C 1.8361 -8.2223 1.0000
C 0.5374 0.8655 4.2709
C 0.4028 -4.9455 0.5096
C -1.0608 -0.8920 3.9757
C 1.3177 -9.4000 0.4907
C 4.7377 -0.4376 2.5160
C -1.6135 -5.3149 -0.8996
C -0.2940 -0.1362 4.8129
C 2.1062 2.6878 4.5290
C -0.9337 -0.7109 2.5993
C -4.9094 -0.1398 0.2089
C 1.2740 2.1483 2.3168
C -0.0112 -7.0668 -0.0732
C 2.0493 2.9196 3.1463
C -0.1305 -2.8469 -3.8364
C -3.4074 0.6984 -4.5281
C -4.1787 -1.2184 -0.2762
C -2.6098 0.8375 -3.2476
C 0.1559 -9.4115 -0.2862
C 1.1482 -7.0574 0.7005
C 4.3036 0.2106 0.0122
C -2.8046 -1.1188 -0.3354
C -0.5317 -8.2473 -0.5815
H -0.5028 1.3761 -4.9600
H -5.9849 -0.2236 0.3003
H 0.6787 2.0369 -3.8079
H 4.0167 0.6401 -2.6163
H -1.6139 -4.2294 -0.9552
H -1.4365 -8.2641 -1.1741
H -1.9198 1.6813 -3.3056
H -0.6822 -2.3105 -4.6091
H -4.7449 1.8736 0.9606
H -3.2762 1.0136 -2.3994
H 5.7612 -0.7285 2.2918
H -0.3192 -0.2885 5.8824
H -3.6371 -2.5118 -2.4087
H 4.7723 0.4937 3.0848
H 2.1194 -5.3709 1.5970
H 1.3143 -3.8239 -5.0796
H -0.2159 -10.3552 -0.6607
H 4.2870 -1.2051 3.1463
H -2.2940 1.9283 0.7290
H 2.0948 -0.9560 1.9160
H 1.6047 2.0639 -6.0984
H 2.4745 -0.2183 -2.7186
H 1.7846 -2.1916 -4.5828
H -4.2257 -0.0096 -4.3961
H 2.5099 0.8943 -5.1171
H 2.5022 1.5069 -2.3275
H 1.8618 -3.5300 -3.4209
H -4.8188 -3.7793 -2.3026
H -1.5923 -5.7339 -1.9055
H 1.8193 -10.3341 0.7020
H 5.2859 0.4847 -0.3334
H -3.8298 1.6619 -4.8122
H -2.5195 -5.6511 -0.3945
H -2.2054 -1.9674 -0.6394
H 2.7323 -8.2114 1.6055
H -0.6436 -3.7821 -3.6183
H -1.7369 -1.6461 4.3513
H -1.4774 -1.3746 1.9431
H 1.2961 0.3281 -6.2731
H -2.7706 0.3427 -5.3383
H 2.7387 3.3114 5.1442